# C19H18GeKN6S

C19H18GeKN6S as an isolated structure (ωB97M-V with the def2-TZVPD basis set, the Open Molecules 2025 dataset).

- Spin multiplicity: 2
- HOMO energy (alpha / beta): -6.9 / -6.9 eV
- Max |F|: 0.5 eV/Å
- Orbital gap (alpha / beta): 6.793 / 5.384 eV
- LUMO level (alpha / beta): -0.081 / -1.490 eV

Last column: Mulliken spin population.
Geometry (Å):
K: -0.2057 -1.6218 -1.6320  0.065
C: 0.3854 2.8714 -1.9529  0.045
Ge: -0.2224 1.5407 -0.6378  0.797
C: -2.1378 1.6955 -0.2421  0.120
C: -2.5953 2.8704 0.3594  0.005
C: -3.9362 3.0287 0.6743  0.008
C: -4.8378 2.0096 0.3957  -0.003
C: -4.3942 0.8375 -0.1952  0.012
C: -3.0520 0.6838 -0.5124  -0.042
C: 0.9068 1.5710 0.9523  0.101
C: 1.9515 2.4598 1.0164  0.052
C: 2.7893 2.5328 2.1473  -0.018
C: 2.5825 1.6968 3.2057  0.042
C: 1.5335 0.7453 3.1803  -0.014
C: 1.3236 -0.1467 4.2578  0.005
C: 0.3219 -1.0748 4.2150  -0.005
C: -0.5216 -1.1485 3.0897  0.030
C: -0.3450 -0.2923 2.0386  0.029
C: 0.6857 0.6781 2.0460  -0.225
H: 0.2731 3.8774 -1.5402  0.020
H: -0.2212 2.8166 -2.8549  -0.005
H: 1.4314 2.7229 -2.2155  0.000
H: -1.9013 3.6702 0.5963  -0.008
H: -4.2763 3.9435 1.1420  0.000
H: -5.8844 2.1270 0.6444  -0.001
H: -5.0869 0.0336 -0.4068  0.000
H: -2.7400 -0.2552 -0.9610  -0.024
H: 2.1447 3.1339 0.1893  0.005
H: 3.5938 3.2562 2.1696  -0.001
H: 3.2207 1.7432 4.0798  0.002
H: 1.9784 -0.0826 5.1185  0.000
H: 0.1720 -1.7554 5.0425  0.000
H: -1.3158 -1.8828 3.0570  0.001
H: -1.0236 -0.3529 1.1952  -0.001
N: 4.7723 -3.3063 -4.5989  0.000
N: 3.5336 -3.4077 -4.0146  0.000
N: 2.8142 -4.4987 -4.0966  0.000
C: 1.7110 -4.1190 -3.4592  0.001
N: 1.7917 -2.8602 -3.0261  0.002
N: 2.9772 -2.4150 -3.3916  0.001
H: 5.1708 -4.2318 -4.6401  0.000
H: 5.3029 -2.6128 -4.0942  0.000
H: 0.8592 -4.7603 -3.3137  0.000
S: -4.3322 -4.7726 -0.7101  0.000
C: -3.0579 -3.8202 -1.0404  0.000
N: -2.1394 -3.1284 -1.2768  0.004